11
Properties=species:S:1:pos:R:3:forces:R:3:nbo_charge:R:1 method="wB97M-V/def2-TZVPD" relative_energy_ev=0.000 e_tot_ev=-53221.965 orbital_gap_ev=8.5
C -0.284 0.117 -1.377 -0.4 1.2 -0.3 -1.0826
C 0.550 0.123 1.025 0.1 -1.0 1.6 -0.9386
P -0.347 1.426 -0.001 -0.5 -0.2 -0.2 0.7321
P -0.026 -1.227 -0.224 -0.1 -0.5 1.8 0.7666
S -2.279 0.928 0.651 0.1 -0.1 0.1 -0.1933
S -2.086 -1.202 0.474 0.8 0.0 -0.2 -0.2094
S 2.442 0.177 1.238 -1.7 -0.2 -1.0 -0.0082
H -1.150 -0.177 -1.975 -0.2 0.7 0.2 0.2733
H 0.440 0.489 -2.082 0.9 -0.5 -0.1 0.2636
H 0.124 -0.021 2.106 0.7 0.3 -2.1 0.2776
H 2.616 -0.632 0.165 0.3 0.2 0.3 0.1188

7
Properties=species:S:1:pos:R:3:forces:R:3:lowdin_spin:R:1 method="wB97M-V/def2-TZVPD" s_squared=2.010 relative_energy_ev=2.340 e_tot_ev=-12967.977 spin_multiplicity=3 orbital_gap_ev="7.3 / 7.3"
C 0.773 -0.283 -0.538 5.3 -0.7 0.4 0.8277
C -0.943 0.233 0.460 -3.8 2.1 3.8 0.8242
S -0.045 -1.246 0.742 -0.7 1.3 -2.0 0.1754
H 1.006 -0.488 -1.555 -0.3 -0.8 -0.9 0.0580
H 1.626 0.253 -0.024 -1.0 -0.2 -0.9 0.0345
H -0.743 1.016 1.251 -0.6 -0.9 -1.0 0.0398
H -1.674 0.515 -0.336 1.0 -0.8 0.6 0.0404

8
Properties=species:S:1:pos:R:3:forces:R:3:nbo_charge:R:1 method="wB97M-V/def2-TZVPD" relative_energy_ev=3.169 e_tot_ev=-23805.709 orbital_gap_ev="7.5 / 7.5"
C -0.583 0.134 0.475 0.1 -0.1 0.3 -0.4653
C 0.875 -0.030 0.411 2.3 0.7 -2.8 -0.2760
S 0.296 -1.012 1.652 -0.2 -0.7 -0.5 0.2814
S 1.205 -0.349 -2.118 -3.3 -2.4 2.0 -0.3948
H -0.920 0.988 1.038 -0.4 0.3 -0.3 0.2262
H -1.276 -0.327 -0.279 1.1 0.5 0.8 0.2587
H 1.895 0.493 0.322 -2.4 -0.4 0.5 0.2841
H 2.212 0.363 -2.259 2.8 2.0 -0.1 0.0856

8
Properties=species:S:1:pos:R:3:forces:R:3:nbo_charge:R:1 method="wB97M-V/def2-TZVPD" relative_energy_ev=1.931 e_tot_ev=-23806.947 orbital_gap_ev=8.1
C -0.657 0.313 0.081 -0.1 -3.0 0.3 -0.0833
C 0.789 0.626 0.287 -2.5 2.6 -1.7 -0.7286
S -2.016 1.059 0.012 -0.2 0.4 0.0 0.2300
S -0.837 -1.989 -0.037 0.5 1.6 -0.8 -0.3245
H 0.726 1.736 -0.118 1.2 -2.1 0.4 0.2459
H 0.999 0.725 1.332 0.4 -0.5 0.6 0.2613
H 1.269 -0.154 -0.279 1.1 0.4 0.1 0.2629
H -0.273 -2.316 -1.278 -0.4 0.7 1.1 0.1363

9
Properties=species:S:1:pos:R:3:forces:R:3:nbo_charge:R:1 method="wB97M-V/def2-TZVPD" relative_energy_ev=2.580 e_tot_ev=-34641.646 orbital_gap_ev="7.1 / 5.8"
C -0.839 -0.437 -0.575 -0.2 1.5 3.0 -0.5986
C 0.374 0.020 0.086 0.2 -0.9 1.6 -0.1742
S -2.159 -0.372 0.738 1.1 0.2 0.2 -0.2454
S 1.506 -1.293 0.471 0.8 1.2 -0.4 0.1061
S 0.794 1.627 0.678 -0.4 -1.0 -0.6 0.1441
H -1.066 0.244 -1.278 -1.1 2.2 -2.8 0.2199
H -0.841 -1.390 -0.921 0.7 -2.7 -1.2 0.2346
H 2.669 -0.548 0.271 -1.0 -0.6 0.4 0.1454
H -0.437 2.149 0.530 0.0 0.0 -0.1 0.1682

9
Properties=species:S:1:pos:R:3:forces:R:3:nbo_charge:R:1 method="wB97M-V/def2-TZVPD" relative_energy_ev=0.610 e_tot_ev=-34643.616 orbital_gap_ev=8.6
C -1.127 0.713 -1.037 -0.4 2.2 -0.3 -0.8200
S -0.199 -0.792 -0.860 0.0 -0.1 -0.1 0.3916
C 0.560 -0.576 0.672 1.3 -1.3 0.5 -0.5062
S 0.508 0.692 1.652 -0.1 0.4 0.2 0.0302
S 1.625 -2.087 1.120 -2.5 0.0 -2.0 0.0201
H -0.532 1.619 -0.853 0.4 -0.5 1.1 0.2541
H -2.055 0.823 -0.409 0.9 -0.5 -0.9 0.2465
H -1.227 1.020 -2.101 -0.8 -1.4 0.3 0.2552
H 2.447 -1.412 1.815 1.2 1.3 1.2 0.1285

11
Properties=species:S:1:pos:R:3:forces:R:3:lowdin_spin:R:1 method="wB97M-V/def2-TZVPD" s_squared=0.757 relative_energy_ev=0.898 e_tot_ev=-12281.622 spin_multiplicity=2 orbital_gap_ev="9.6 / 8.4" charge=+1
H 1.652 0.780 0.297 0.3 1.1 -0.1 0.0018
O 0.518 1.003 -1.335 1.3 -0.8 -2.6 0.2773
O 1.555 0.174 -1.898 -0.3 3.1 0.8 0.4927
C 0.764 1.338 -0.031 -1.1 -2.2 4.0 0.0117
H 0.708 2.429 0.062 0.1 -0.4 0.4 0.0061
Ag 0.175 -1.178 -1.676 -0.6 -2.0 -1.8 0.1826
O -0.832 -1.750 -0.068 -0.9 0.8 4.3 0.0125
C -1.186 -1.194 1.013 -2.9 -3.2 -2.8 -0.0043
H -1.275 -1.839 1.904 1.3 0.5 0.2 -0.0004
H -0.065 0.704 0.793 1.8 2.3 -2.5 0.0197
H -2.014 -0.467 0.939 1.0 0.9 0.1 0.0003

9
Properties=species:S:1:pos:R:3:forces:R:3:nbo_charge:R:1 method="wB97M-V/def2-TZVPD" relative_energy_ev=2.807 e_tot_ev=-4877.131 orbital_gap_ev=11.5
B -0.272 0.517 0.836 -1.9 0.2 0.7 -0.3082
C 0.009 -0.725 1.593 2.9 -1.3 2.5 0.7343
C 0.263 -0.401 -0.398 -0.2 -1.0 -0.4 -0.7997
O 0.426 -1.741 1.953 -1.5 1.4 -0.3 -0.4411
H 0.220 1.645 0.968 -0.5 -1.1 0.3 0.0659
H -1.566 0.286 0.954 1.3 0.9 -0.6 0.0558
H -0.105 0.158 -1.171 -1.4 1.3 -2.4 0.2411
H 1.300 -0.438 -0.647 1.0 -0.3 0.6 0.2293
H -0.211 -1.383 -0.449 0.3 0.0 -0.4 0.2225